(1)
Computed, not measured: C14H15NO3 in the gas phase in a non-equilibrium geometry, with ωB97M-V/def2-TZVPD.

Geometry as XYZ:
```
33
Properties=species:S:1:pos:R:3:forces:R:3:lowdin_charge:R:1
C 3.474 -1.584 0.462 0.17 -0.27 1.11 -0.164
N 2.963 -2.237 -0.777 0.69 0.66 -0.66 -0.154
C 2.557 -1.246 -1.819 -1.39 0.63 0.30 -0.224
C 1.302 -0.411 -1.232 -1.54 1.81 0.66 -0.132
C -0.157 -0.993 -1.244 0.50 3.31 1.52 0.049
C -1.363 -0.177 -0.644 3.11 1.36 -0.27 -0.077
C -2.856 -0.792 -0.632 0.22 -0.13 0.65 -0.131
C -2.903 -2.180 0.221 0.10 0.29 -0.81 -0.243
O -2.543 -1.961 1.621 -1.55 -0.01 -0.96 -0.110
C -1.019 1.239 -0.067 1.71 -1.19 -0.71 0.005
C 0.448 1.813 -0.050 -0.42 -2.38 -1.04 -0.028
C 1.639 1.002 -0.657 -4.70 -1.30 0.22 0.038
C 0.669 3.267 0.619 0.49 0.68 -0.75 -0.281
O 1.504 4.094 0.186 -2.69 -2.93 1.73 0.041
C -0.319 3.572 1.863 -2.40 -1.63 -0.73 0.016
C -1.656 3.062 1.836 2.78 0.35 -0.96 0.019
C -2.150 2.211 0.551 -0.71 0.22 -0.56 -0.275
O -3.301 2.345 0.074 3.74 -0.64 1.75 0.035
H 3.977 -2.412 1.092 -0.60 1.44 -1.04 0.090
H 4.213 -0.718 0.268 -0.94 -1.26 0.26 0.085
H 2.624 -1.179 1.132 1.21 -0.61 -1.36 0.090
H 3.723 -2.806 -1.196 -0.68 0.49 0.55 0.102
H 3.402 -0.520 -2.093 -1.14 -0.72 0.44 0.112
H 2.230 -1.764 -2.788 0.48 0.52 1.50 0.120
H -0.372 -2.030 -1.693 0.57 1.83 0.81 0.110
H -3.610 -0.100 -0.111 1.44 -0.71 -0.83 0.103
H -3.270 -0.939 -1.703 0.93 0.07 1.66 0.128
H -3.973 -2.585 0.201 1.49 0.42 -0.32 0.120
H -2.177 -2.948 -0.248 -1.18 1.19 0.97 0.119
H -3.417 -1.818 2.064 1.34 -0.10 -0.35 0.096
H 2.689 1.436 -0.666 -1.63 -0.72 0.00 0.109
H 0.083 4.151 2.755 -0.58 -0.67 -1.48 0.114
H -2.411 3.209 2.674 1.14 -0.03 -1.33 0.116
```
Forces are in eV/Å.

## Properties
- energy relative to the best compared isomer or geometry (same formula, charge and spin) (kJ/mol) = 802.5
- electronic energy (Eh) = -822.693892
- orbital gap (eV) = 7.98
- LUMO level (eV) = -1.02


(2)
Computed, not measured: C3H7PSi in the gas phase in a non-equilibrium geometry, with ωB97M-V/def2-TZVPD.

Geometry as XYZ:
```
12
Properties=species:S:1:pos:R:3:forces:R:3:lowdin_charge:R:1
C 1.282 2.397 0.445 0.51 0.76 -0.86 -0.121
C 0.282 1.337 0.263 1.61 2.28 1.46 -0.194
C -0.481 0.432 0.254 -1.97 -2.20 -0.08 -0.463
P -1.760 -0.799 0.137 -1.03 0.87 1.38 0.546
Si -0.653 -2.411 -0.848 0.65 -0.13 0.35 0.353
H 2.109 2.163 1.186 -1.00 0.02 -1.13 0.094
H 1.632 2.489 -0.606 0.78 0.16 0.74 0.077
H 0.931 3.448 0.660 -0.24 -1.36 0.07 0.086
H -1.840 -1.276 1.510 0.35 0.34 -0.73 -0.095
H -0.912 -3.777 -0.132 0.36 1.09 -0.85 -0.091
H -1.347 -2.235 -2.183 0.81 -0.63 0.25 -0.112
H 0.758 -1.768 -0.687 -0.84 -1.19 -0.59 -0.081
```
Forces are in eV/Å.

## Properties
- energy relative to the best compared isomer or geometry (same formula, charge and spin) (kJ/mol) = 9.1
- electronic energy (Eh) = -749.232662
- orbital gap (eV) = 9.39
- LUMO level (eV) = 0.89


(3)
Computed, not measured: 2 unconnected molecules or ions with the total composition C5H9NO2 in a non-equilibrium geometry, with ωB97M-V/def2-TZVPD.

Geometry as XYZ:
```
17
Properties=species:S:1:pos:R:3:forces:R:3:lowdin_charge:R:1
C -0.153 -0.564 0.657 -0.01 -0.27 -0.96 -0.237
C 0.268 0.213 -1.434 -0.49 -0.30 1.04 0.000
C 0.402 -1.947 0.531 -0.10 0.00 -0.01 -0.072
C -0.410 1.328 -0.917 -1.08 1.05 0.83 -0.455
N 0.359 0.209 1.629 0.08 0.35 0.06 0.112
O 0.284 2.378 -0.367 -0.20 -0.46 -0.41 0.012
C -1.865 1.468 -0.910 1.25 -0.49 -0.54 -0.168
O -2.689 0.759 -0.367 0.05 0.35 0.00 -0.044
H 1.157 2.441 -0.778 -0.09 -0.01 0.01 0.108
H -1.235 -0.436 0.505 0.51 -0.07 0.02 0.111
H -0.059 1.118 1.777 0.14 -0.15 0.00 0.112
H 1.348 0.148 1.828 -0.15 0.04 -0.02 0.115
H -0.322 -0.510 -1.984 0.10 0.06 -0.01 0.083
H 1.319 0.306 -1.708 -0.07 -0.08 0.01 0.076
H 0.060 -2.535 1.389 0.03 -0.02 0.00 0.087
H 1.492 -1.950 0.525 0.02 0.02 0.00 0.082
H 0.044 -2.423 -0.377 0.02 -0.03 0.00 0.077
```
Forces are in eV/Å.

## Properties
- energy relative to the best compared isomer or geometry (same formula, charge and spin) (kJ/mol) = 485.3
- electronic energy (Eh) = -400.991908
- orbital gap (alpha / beta) (eV) = 6.67 / 6.67
- LUMO level (alpha / beta) (eV) = 0.50 / 0.50


(4)
Computed, not measured: C5H11NO in the gas phase in a non-equilibrium geometry, with ωB97M-V/def2-TZVPD.

Geometry as XYZ:
```
18
Properties=species:S:1:pos:R:3:forces:R:3:lowdin_charge:R:1
C 1.601 -0.777 -1.072 0.14 0.58 0.90 -0.097
C 0.307 -0.071 -1.327 -1.58 -1.57 -2.93 -0.154
C -0.968 -0.462 -0.983 1.51 2.30 0.42 -0.057
C -1.076 -0.541 0.509 0.94 -0.35 0.37 -0.411
O -0.875 -1.826 1.049 0.08 -0.30 0.27 -0.020
N 0.055 0.352 0.956 -0.48 -0.32 1.57 -0.121
C -0.313 1.754 1.087 -0.15 -0.30 0.01 -0.121
H 1.749 -1.558 -1.822 -0.15 0.09 -0.04 0.083
H 1.609 -1.211 -0.073 0.23 -0.15 -0.12 0.062
H 2.439 -0.078 -1.161 -0.05 -0.13 0.12 0.078
H 0.381 0.570 -2.207 -0.07 -0.18 -0.28 0.098
H -1.815 -0.023 -1.492 0.01 -0.05 -0.24 0.089
H -2.045 -0.195 0.897 0.13 -0.03 -0.09 0.141
H -0.268 -2.299 0.467 -0.16 0.07 0.07 0.084
H 0.431 0.004 1.837 -0.42 0.08 0.04 0.116
H 0.526 2.306 1.510 -0.02 0.05 -0.10 0.079
H -0.546 2.143 0.094 0.03 0.15 0.03 0.077
H -1.191 1.911 1.729 -0.01 0.06 0.00 0.075
```
Forces are in eV/Å.

## Properties
- energy relative to the best compared isomer or geometry (same formula, charge and spin) (kJ/mol) = 311.7
- electronic energy (Eh) = -327.012614
- orbital gap (eV) = 9.06
- LUMO level (eV) = 0.79